No. 1
A structure of composition C22H43IN2O6. Source: the Open Molecules 2025 dataset; level of theory: wB97M-V/def2-TZVPD.

Cartesian coordinates (Å):
I (0.765, 0.939, 3.614)
O (-3.507, 0.281, 1.944)
O (-2.004, 3.893, -2.016)
O (1.153, 3.188, -1.233)
O (4.111, -0.536, -4.216)
O (0.158, -2.893, 3.289)
O (-3.988, 2.163, 3.068)
N (3.402, -0.288, 1.173)
N (-0.055, -0.928, -1.489)
C (-1.329, -0.699, 1.707)
C (-2.471, 3.563, -3.311)
C (-0.039, -0.799, -0.331)
C (4.352, -2.427, -5.773)
C (-2.714, 4.911, -1.333)
C (-3.757, 0.991, 3.097)
C (0.070, -0.650, 1.105)
C (4.976, -1.539, -4.709)
C (1.451, -3.049, 3.859)
C (-3.753, 0.169, 4.336)
C (-2.191, 0.508, 1.430)
C (1.502, 1.950, -0.619)
C (3.149, -1.882, -2.390)
C (-2.434, 4.721, -4.293)
C (-0.702, -4.017, 3.366)
C (-4.181, 4.595, -1.097)
C (2.277, -4.153, 3.223)
C (2.323, 0.124, 1.332)
C (0.957, 0.561, 1.490)
C (2.920, -0.990, -3.597)
C (0.740, 1.841, 0.688)
C (-1.002, -4.469, 4.784)
H (-4.732, 4.486, -2.032)
H (3.665, -2.807, -2.653)
H (-2.212, 5.020, -0.371)
H (5.372, -2.143, -3.885)
H (0.444, 3.595, -0.744)
H (3.271, -4.180, 3.669)
H (2.194, -2.150, -1.941)
H (-1.308, -0.890, 2.765)
H (5.086, -3.144, -6.142)
H (5.823, -1.004, -5.139)
H (-1.809, 2.772, -3.662)
H (-2.283, 0.714, 0.375)
H (-0.306, 2.016, 0.479)
H (-2.759, 4.386, -5.278)
H (1.950, -2.092, 3.701)
H (-1.705, -5.302, 4.770)
H (3.502, -2.992, -5.387)
H (-4.650, 5.396, -0.526)
H (-2.603, 5.869, -1.854)
H (1.250, 1.171, -1.320)
H (1.075, 2.665, 1.299)
H (-0.301, -4.845, 2.771)
H (-2.857, -0.426, 4.389)
H (0.575, -1.534, 1.463)
H (2.394, -0.089, -3.284)
H (-3.789, 0.818, 5.189)
H (-1.781, 1.402, 1.880)
H (3.998, -1.826, -6.611)
H (1.824, -5.136, 3.361)
H (-1.422, 5.119, -4.374)
H (2.380, -3.983, 2.151)
H (-4.582, -0.523, 4.307)
H (1.380, -3.189, 4.943)
H (-1.440, -3.654, 5.360)
H (-0.104, -4.801, 5.307)
H (-3.089, 5.539, -3.989)
H (2.565, 1.979, -0.463)
H (-4.285, 3.663, -0.539)
H (3.754, -1.367, -1.642)
H (2.274, -1.488, -4.329)
H (-1.629, -3.706, 2.882)
H (-3.476, 3.131, -3.257)
H (-1.829, -1.546, 1.260)

Calculated values
Strongest force on any atom, hartree/bohr: 0.054
HOMO-LUMO gap, eV: 8.72
Total charge: 0



No. 2
A structure of composition C22H43N2P3PtSe. Source: the Open Molecules 2025 dataset; level of theory: wB97M-V/def2-TZVPD.

Cartesian coordinates (Å):
Pt (1.287, 0.006, -0.020)
Se (-2.266, 3.318, -0.650)
P (-0.578, -1.345, -2.089)
P (0.710, 0.797, 2.122)
P (2.157, 1.550, -1.436)
N (2.275, -1.794, 0.562)
N (4.927, -4.877, 1.337)
C (2.342, 0.566, 2.914)
C (-0.519, 0.315, 3.384)
C (2.083, -2.581, 1.653)
C (-5.849, 1.923, 0.819)
C (4.168, -3.092, -0.089)
C (1.226, 3.108, -1.709)
C (3.611, 1.979, -0.417)
C (2.582, 0.923, -3.072)
C (0.452, 2.588, 2.087)
C (-3.085, -1.672, 1.617)
C (-1.992, -2.412, -1.795)
C (-5.037, 3.897, -1.013)
C (-4.487, 2.066, 0.556)
C (0.700, -2.321, -2.920)
C (3.254, -2.084, -0.329)
C (-4.061, 3.087, -0.351)
C (-1.199, 0.028, -2.986)
C (-6.380, 3.711, -0.716)
C (2.937, -3.641, 1.926)
C (-1.851, -2.175, 1.571)
C (4.031, -3.898, 1.061)
C (-6.808, 2.767, 0.227)
H (3.167, -0.004, -3.011)
H (1.828, 3.784, -2.309)
H (4.262, 2.665, -0.966)
H (-3.715, 1.410, 1.010)
H (5.692, -5.016, 0.689)
H (0.285, 2.882, -2.242)
H (1.672, 0.730, -3.658)
H (-3.387, -1.095, 2.464)
H (-1.992, -0.397, -3.612)
H (0.115, -1.077, -0.783)
H (-7.846, 2.676, 0.525)
H (-2.747, -1.902, -1.193)
H (3.341, -1.460, -1.229)
H (3.168, 0.538, 2.181)
H (4.872, -5.470, 2.160)
H (4.159, 1.058, -0.153)
H (1.123, -3.103, -2.255)
H (-4.703, 4.649, -1.732)
H (4.997, -3.255, -0.774)
H (-6.134, 1.125, 1.499)
H (-1.425, -2.595, 0.685)
H (3.177, 1.675, -3.604)
H (-2.376, -2.570, -2.820)
H (2.322, -0.376, 3.486)
H (0.362, 2.881, 3.135)
H (-1.527, 0.317, 2.963)
H (2.754, -4.216, 2.826)
H (0.170, -2.793, -3.760)
H (-0.464, 1.079, 4.174)
H (-1.620, 0.773, -2.315)
H (-7.105, 4.315, -1.227)
H (-3.694, -1.702, 0.731)
H (1.240, -2.292, 2.297)
H (-0.481, 2.794, 1.549)
H (-0.413, 0.478, -3.589)
H (-1.180, -2.055, 2.409)
H (0.994, 3.561, -0.736)
H (3.265, 2.451, 0.520)
H (1.526, -1.689, -3.294)
H (-1.747, -3.377, -1.327)
H (-0.314, -0.661, 3.838)
H (2.452, 1.430, 3.584)
H (1.295, 3.097, 1.618)

Calculated values
Strongest force on any atom, hartree/bohr: 0.051
HOMO-LUMO gap (spin up / spin down), eV: 8.63 / 4.67
Multiplicity: 5
Total charge: +4
⟨S²⟩: 6.03



No. 3
A structure of composition C22H43N2P3SeTi. Source: the Open Molecules 2025 dataset; level of theory: wB97M-V/def2-TZVPD.

Cartesian coordinates (Å):
Se (2.006, -3.513, -0.653)
Ti (-0.305, 0.849, 0.143)
P (2.179, 1.076, 0.318)
P (-1.755, -0.977, 0.846)
P (0.448, -0.012, 2.486)
N (-3.460, 5.641, 2.086)
N (-1.224, 2.514, 0.836)
C (1.623, -4.013, -2.417)
C (-0.735, 3.280, 1.843)
C (-0.821, -0.212, 3.852)
C (1.218, -3.007, -3.350)
C (-0.988, 1.146, -4.329)
C (1.215, -4.666, -5.102)
C (-3.269, -0.472, 1.774)
C (1.862, -5.351, -2.813)
C (2.411, 1.218, -1.502)
C (-1.469, 4.360, 2.267)
C (3.627, 0.048, 0.859)
C (-2.693, 4.619, 1.602)
C (-0.695, 0.805, -5.629)
C (1.056, -3.324, -4.714)
C (-1.356, -2.648, 1.533)
C (-2.458, -1.314, -0.811)
C (1.610, 0.977, 3.556)
C (1.349, -1.640, 2.738)
C (1.603, -5.643, -4.156)
C (-3.143, 3.821, 0.524)
C (2.723, 2.752, 0.893)
C (-2.366, 2.755, 0.155)
H (-2.212, -3.334, 1.393)
H (-2.969, -0.400, -1.174)
H (-0.313, -0.189, 4.839)
H (0.276, 0.645, -6.073)
H (1.050, -4.935, -6.156)
H (1.759, 0.414, 4.501)
H (-4.075, 4.026, 0.016)
H (-0.289, 1.205, -3.451)
H (4.571, 0.601, 0.663)
H (-4.362, 5.860, 1.660)
H (-1.392, -1.158, 3.799)
H (-2.662, 2.121, -0.668)
H (-4.073, -1.194, 1.527)
H (1.103, -1.997, -2.915)
H (1.396, -2.161, -0.877)
H (3.740, 2.959, 0.507)
H (1.716, -6.683, -4.475)
H (2.601, 1.140, 3.103)
H (-1.641, -1.587, -1.505)
H (-1.093, 4.961, 3.102)
H (3.463, 1.494, -1.729)
H (1.156, 1.951, 3.810)
H (-2.050, 1.411, -4.188)
H (-3.161, 6.195, 2.886)
H (-0.468, -3.043, 0.998)
H (2.259, -6.138, -2.143)
H (0.834, -2.592, -5.511)
H (0.228, 3.025, 2.301)
H (1.561, -1.779, 3.815)
H (-1.544, 0.809, -6.353)
H (2.162, 0.252, -1.983)
H (-3.108, -0.452, 2.865)
H (-1.526, 0.638, 3.828)
H (3.593, -0.181, 1.939)
H (3.633, -0.907, 0.298)
H (-3.191, -2.141, -0.722)
H (-3.557, 0.541, 1.438)
H (0.780, -2.512, 2.408)
H (2.012, 3.493, 0.490)
H (2.725, 2.824, 1.993)
H (-1.137, -2.592, 2.616)
H (1.729, 2.009, -1.874)
H (2.287, -1.669, 2.172)

Calculated values
Strongest force on any atom, hartree/bohr: 0.061
HOMO-LUMO gap (spin up / spin down), eV: 4.36 / 4.67
Multiplicity: 2
Total charge: +3
⟨S²⟩: 0.76



> Look up the strongest force on any atom of the first one.

0.054 hartree/bohr